No. 1
The following is a DFT calculation (the ωB97M-V functional and the def2-TZVPD basis) of an isolated molecule of C19H19F3N2O3S.

Structure (XYZ):
```
47
Properties=species:S:1:pos:R:3:forces:R:3
O -3.69338 -2.40247 -0.23382 -0.104 -0.193 -0.128
C -2.78694 -1.58716 -0.22845 0.139 -0.119 -0.070
C -1.39814 -2.00356 -0.63024 0.151 -0.310 0.023
C -1.18129 -2.54437 -1.89325 -0.090 0.111 0.164
C 0.06412 -3.03680 -2.24900 0.116 -0.004 0.076
C 1.10564 -3.01316 -1.33541 -0.002 -0.099 -0.157
C 0.87721 -2.48678 -0.07949 0.377 0.058 0.408
S 2.19780 -2.48365 1.12049 0.792 0.114 -0.209
O 1.85141 -1.63038 2.21530 -0.262 0.108 -0.280
O 2.63510 -3.81933 1.38241 -0.009 -0.126 -0.260
N 3.48841 -1.80561 0.24963 -0.609 -1.043 0.473
C 3.66427 -0.44713 0.08748 -0.218 1.070 -0.152
C 4.93721 0.09839 -0.09465 -0.156 -0.217 0.036
C 5.09911 1.45472 -0.29418 -0.053 0.012 -0.012
C 4.00289 2.30179 -0.31679 -0.199 -0.011 0.026
C 2.74033 1.75786 -0.13501 0.059 -0.001 0.005
C 1.51366 2.61964 -0.18066 -0.345 0.213 -0.155
F 0.71936 2.30336 -1.22869 0.051 -0.173 -0.147
F 1.77360 3.92703 -0.29642 0.297 0.104 0.001
F 0.73741 2.48326 0.90864 0.037 -0.177 0.267
C 2.55802 0.39699 0.06243 0.258 0.217 -0.022
C -0.35380 -1.98406 0.28834 -0.161 0.081 0.014
N -2.95134 -0.30820 0.14801 -0.139 0.139 0.099
C -1.93478 0.72133 0.05089 0.364 0.355 -0.206
C -2.59996 2.06449 -0.23285 0.122 -0.020 0.116
C -3.49072 2.48277 0.94166 0.002 -0.030 -0.008
C -4.09523 1.24980 1.62603 -0.059 0.037 -0.173
C -4.25762 0.11194 0.62889 -0.370 -0.173 0.305
H -2.00277 -2.58243 -2.59266 -0.081 -0.020 -0.063
H 0.21935 -3.44907 -3.23413 0.027 -0.032 -0.075
H 2.08112 -3.40335 -1.57681 0.104 -0.045 -0.127
H 4.32714 -2.36136 0.31639 -0.061 -0.225 0.103
H 5.79799 -0.55354 -0.07686 0.121 -0.074 0.009
H 6.08952 1.86025 -0.43050 0.101 0.011 -0.011
H 4.12462 3.36177 -0.47046 0.001 0.077 -0.008
H 1.56913 -0.00350 0.20992 -0.138 0.086 -0.025
H -0.48149 -1.59916 1.28825 -0.097 0.118 0.109
H -1.24299 0.46924 -0.75665 -0.027 0.056 0.164
H -1.36480 0.79175 0.98543 0.074 -0.002 -0.080
H -1.83161 2.81472 -0.41226 0.018 -0.012 -0.073
H -3.19127 1.97417 -1.14546 0.016 0.001 -0.058
H -4.28319 3.13691 0.57572 0.000 0.056 0.046
H -2.90564 3.04792 1.66783 -0.012 0.085 -0.007
H -3.44540 0.91286 2.43513 -0.029 -0.034 0.068
H -5.06502 1.49182 2.06070 0.015 -0.051 0.065
H -4.88541 0.42954 -0.21229 -0.028 -0.066 0.045
H -4.73168 -0.75926 1.08738 0.007 0.149 -0.116
```
Forces are in eV/Å.

As for the SMILES: O=C(c1cccc(S(=O)(=O)Nc2cccc(C(F)(F)F)c2)c1)N1CCCCC1. The LUMO energy comes out at 0.012 Eh. The gap between HOMO and LUMO is 9.5 eV. The calculation puts the HOMO energy at -9.17 eV.



No. 2
The following is a DFT calculation (the ωB97M-V functional and the def2-TZVPD basis) of a cluster of 15 separate species, C66H98N8O22 in total.

Structure (XYZ):
```
194
Properties=species:S:1:pos:R:3:forces:R:3
C 1.35848 2.81120 4.94770 -0.423 0.751 0.736
C 2.59532 3.14189 4.44851 0.818 0.711 0.940
C 3.08338 2.52986 3.29940 0.083 0.669 -0.265
C 2.29332 1.61529 2.63201 -0.449 -0.232 -0.402
C 1.03564 1.28943 3.15916 0.685 -0.488 -0.299
C 0.60484 1.86093 4.32821 -1.325 -0.068 0.249
O -0.63366 1.50790 4.82555 -0.056 -0.286 -0.344
O 4.26730 2.94841 2.69558 -0.220 -0.318 0.646
H 0.86017 3.36006 5.75770 0.726 -0.169 -0.056
H 3.15783 3.88778 5.04805 -0.112 -0.404 -0.850
H 2.62610 1.22868 1.65953 -0.108 0.030 0.625
H 0.37464 0.57154 2.70999 -0.046 -0.219 -0.517
H -1.02347 2.17992 5.40388 0.463 -0.073 -0.203
H 4.78039 3.39320 3.38180 0.033 0.058 -0.186
C -1.27854 -0.32240 0.27054 1.825 -0.155 -0.109
C -0.75757 0.93891 -0.00771 0.011 0.702 -0.543
C 0.59153 1.10200 -0.24918 1.416 -0.135 -0.089
C 1.47529 0.00542 -0.23930 -0.796 0.272 0.233
C 0.97534 -1.24242 0.08039 -1.515 0.523 0.088
C -0.40606 -1.41517 0.33269 0.029 -0.104 -0.415
O -0.92483 -2.70587 0.50471 0.083 0.971 0.146
O 1.13020 2.35157 -0.48399 -0.462 -0.208 0.098
H -2.30867 -0.39110 0.42348 -1.525 -0.493 0.195
H -1.39625 1.82226 -0.16841 0.034 -0.565 0.409
H 2.51706 0.20140 -0.47188 -0.022 -0.338 0.111
H 1.56330 -2.11847 0.07521 0.880 -0.766 -0.059
H -0.21263 -3.34984 0.34405 0.251 -0.086 -0.018
H 2.10991 2.27713 -0.47795 -0.135 0.095 -0.047
C -6.95279 -2.31316 -1.49897 -1.009 0.408 -0.241
C -6.15964 -1.31958 -2.04873 1.031 -0.298 0.556
C -4.81438 -1.57919 -2.34532 0.336 0.332 -0.198
C -4.34131 -2.84767 -2.13895 0.572 -1.042 -0.279
C -5.19584 -3.86767 -1.70254 2.068 0.481 -0.664
C -6.48952 -3.61139 -1.40377 -0.603 0.114 0.500
O -7.15739 -4.69936 -0.94114 -1.116 -0.377 0.364
O -3.87111 -0.64412 -2.80541 -1.772 -0.420 0.682
H -7.95921 -2.01349 -1.17612 0.369 -0.393 -0.132
H -6.55448 -0.33583 -2.04197 -0.188 0.883 -0.315
H -3.27512 -3.02230 -2.37770 -0.712 -0.104 0.281
H -4.83770 -4.86805 -1.55039 0.199 -0.295 -0.037
H -8.09793 -4.54530 -0.76332 0.434 0.260 -0.133
H -4.27659 0.21842 -2.58766 0.582 0.378 -0.362
C -6.90820 0.22760 1.55624 -1.484 0.096 -0.530
C -6.28518 1.17447 0.74338 0.334 0.350 -0.309
C -4.98615 1.47715 0.97806 3.384 -0.417 1.476
C -4.27451 0.81542 2.06642 -0.878 1.000 -0.459
C -4.95510 0.01817 2.94328 -1.519 -0.536 -0.491
C -6.31145 -0.34087 2.62943 1.795 -0.851 1.185
O -6.92301 -1.35417 3.33661 -0.062 0.902 -0.116
O -4.17618 2.38684 0.26724 -1.026 -0.801 -0.049
H -7.93420 -0.04733 1.35871 -0.122 -0.084 -0.129
H -6.74407 1.67312 -0.09810 -0.481 -0.122 0.025
H -3.22180 0.99648 2.27372 -0.195 0.215 -0.315
H -4.53933 -0.42763 3.83884 0.347 0.102 -0.197
H -6.27284 -1.74590 3.95524 -0.093 -0.078 -0.424
H -4.37502 2.27153 -0.68653 -0.049 0.115 0.249
C 2.39349 0.56254 -5.92998 0.972 0.036 -0.534
C 1.65046 1.72754 -6.09801 -0.619 -0.776 -0.397
C 1.31416 2.49988 -4.98318 1.424 -0.682 -1.007
C 1.89390 2.19873 -3.77794 0.349 -0.571 -0.474
C 2.76765 1.13228 -3.61201 -0.399 0.506 0.468
C 3.00490 0.32456 -4.67655 -0.813 -1.602 -1.591
O 3.66871 -0.88373 -4.49907 0.047 0.133 -0.211
O 0.60269 3.63335 -5.16228 -0.562 0.574 0.069
H 2.62911 -0.13105 -6.80969 -0.514 1.099 1.378
H 1.24783 1.99539 -7.08158 0.146 -0.108 0.419
H 1.67352 2.81610 -2.96889 -0.282 0.935 1.469
H 3.16749 0.93455 -2.63169 0.220 -0.118 0.122
H 3.47957 -1.41415 -5.29298 0.192 0.106 0.465
H 0.92689 4.23523 -4.48234 -0.382 0.523 0.141
C -0.66743 4.64132 -1.58954 0.955 2.113 -0.505
C -1.62697 4.78271 -0.63330 -1.103 -0.910 -0.172
C -2.11011 6.00814 -0.23667 -0.471 0.405 0.469
C -1.58212 7.14291 -0.78041 0.151 1.304 -0.248
C -0.57092 7.08231 -1.75654 -0.502 -1.256 0.922
C -0.10000 5.83091 -2.13344 -0.355 -0.517 0.693
O 0.98634 5.69466 -2.96743 0.128 0.096 -0.342
O -3.15977 5.99953 0.65349 0.127 -0.839 -0.603
H -0.24863 3.69635 -1.82935 0.190 -0.674 -0.284
H -2.17300 3.93550 -0.24656 0.175 -0.327 0.189
H -1.96641 8.11462 -0.44343 0.218 -0.329 -0.251
H -0.13005 7.98488 -2.10780 0.289 0.541 -0.389
H 1.32593 6.57847 -3.16627 -0.032 -0.251 -0.059
H -3.23823 6.79191 1.16812 0.188 0.795 0.203
C 5.98244 -2.52156 0.86488 -0.221 -0.127 -1.062
C 4.88989 -2.73416 0.04289 -0.396 -0.515 0.726
C 4.80998 -2.21504 -1.25696 -1.796 -1.070 0.425
C 5.82325 -1.43657 -1.72810 1.637 0.816 -0.486
C 6.99534 -1.25384 -0.93732 -1.131 -0.051 0.148
C 7.04416 -1.76733 0.35448 0.243 0.226 0.310
O 8.11975 -1.44247 1.16645 -0.299 -0.524 -0.046
O 3.66315 -2.59315 -1.97423 0.706 0.667 0.415
H 5.94944 -3.03460 1.82178 0.342 0.486 0.173
H 4.08944 -3.33134 0.52398 0.241 0.422 -0.889
H 5.76007 -0.94378 -2.71610 0.027 -0.501 0.583
H 7.80676 -0.63025 -1.28885 0.002 -0.062 -0.031
H 8.01014 -1.96809 1.97691 0.208 0.340 -0.287
H 3.47602 -1.95597 -2.68362 0.295 -0.087 -0.048
C -4.37689 4.44566 -2.63080 0.452 -0.751 -0.326
C -3.85493 3.04915 -2.89609 -0.380 0.875 0.457
O -4.46744 2.06900 -2.42560 0.466 0.115 -0.513
N -2.70008 2.95504 -3.56633 -0.482 -2.280 0.589
C -2.13552 1.58755 -3.69106 1.634 1.187 0.003
H -3.80842 5.14109 -3.21437 0.156 0.675 -0.255
H -4.24687 4.66445 -1.58512 0.071 0.088 0.512
H -5.42613 4.51097 -2.85286 -0.429 -0.044 -0.201
H -2.18955 3.74288 -3.89304 0.165 0.500 -0.096
H -2.15182 1.06343 -2.72819 0.125 0.348 -0.157
H -1.08524 1.62939 -4.09430 -1.051 0.124 0.531
H -2.72223 1.03506 -4.37611 -0.629 -0.609 -0.709
C 6.14583 1.77329 0.35369 -1.444 -0.425 -0.610
C 4.95311 2.53666 -0.16571 -1.152 0.639 -0.004
O 3.86354 2.00769 -0.45868 0.848 -0.190 0.264
N 5.04204 3.87395 -0.31340 -0.811 1.252 -0.502
C 3.86875 4.68136 -0.79723 1.777 0.608 2.011
H 5.83437 0.73312 0.38807 0.080 -0.107 -0.125
H 6.34626 2.04551 1.37669 0.579 0.485 0.092
H 6.91874 1.87193 -0.39502 0.697 0.103 0.344
H 5.85497 4.44497 -0.14909 0.268 -0.704 0.245
H 3.57945 4.32396 -1.73229 -0.771 -0.508 -1.501
H 4.19190 5.74404 -0.86329 -0.048 -0.769 -0.124
H 3.06560 4.67134 -0.06316 -0.096 -0.316 -0.166
C 2.10086 -2.11362 3.80330 -0.348 -0.051 -0.722
C 3.49971 -1.89972 4.22721 0.859 1.708 -0.435
O 4.38912 -2.69112 3.99241 0.393 -1.036 0.022
N 3.78801 -0.67097 4.74248 0.692 0.484 0.167
C 5.21964 -0.21559 4.87882 -2.456 0.169 -1.239
H 1.94014 -3.18749 3.92457 -0.727 0.277 0.103
H 2.04744 -1.86008 2.73008 0.189 -0.313 0.166
H 1.39975 -1.40442 4.24677 -0.132 -0.557 0.454
H 3.07358 0.06055 4.68153 0.471 -0.526 0.100
H 5.85299 -1.07510 4.92029 0.314 -0.398 0.054
H 5.22490 0.35760 5.77235 0.523 0.533 0.793
H 5.44415 0.42434 4.00416 0.215 -0.314 0.408
C 2.96744 -5.91012 2.87870 -0.424 -0.513 -1.383
C 1.49005 -5.94296 3.32142 -1.440 -0.446 -0.585
O 1.10244 -6.12754 4.46874 0.725 0.424 -0.741
N 0.53610 -5.88707 2.27472 0.870 0.182 0.438
C -0.91182 -5.74145 2.53936 0.860 -0.251 1.328
H 3.19158 -5.16983 2.09602 -0.331 0.489 0.646
H 3.14909 -6.80429 2.24867 -0.154 -0.126 0.789
H 3.70700 -5.86945 3.67284 -0.363 0.103 0.154
H 0.85534 -5.60923 1.34002 -0.092 -0.021 0.907
H -1.43056 -5.52717 1.62268 -0.139 -0.036 -0.459
H -1.09448 -4.91626 3.23733 0.093 0.045 -0.152
H -1.35571 -6.62006 3.04950 0.409 0.223 -0.536
C -2.14040 -1.17163 -6.27643 -0.751 -1.256 0.587
C -0.94846 -1.50354 -5.43663 0.464 0.179 -0.395
O 0.08471 -1.87706 -6.00044 -0.425 0.155 0.929
N -1.07051 -1.31683 -4.08275 1.066 -0.360 -0.974
C 0.08755 -1.59837 -3.27489 0.235 -1.380 -0.023
H -1.94184 -0.32168 -6.87501 0.219 1.105 -0.395
H -3.00256 -1.02979 -5.62598 -0.277 0.147 -0.296
H -2.32522 -1.98408 -6.99551 0.032 0.118 0.430
H -1.90964 -1.02123 -3.62104 -0.512 0.030 -0.250
H 0.71184 -0.75094 -3.04863 0.142 0.553 0.022
H 0.68519 -2.34421 -3.82551 -0.040 0.420 0.203
H -0.20165 -2.08203 -2.34668 -0.157 0.150 0.227
C -0.70774 -5.37561 -1.58960 0.592 -1.910 0.890
C 0.72493 -5.43359 -1.05689 1.284 0.300 -0.203
O 1.14399 -4.58030 -0.24017 -1.247 -0.552 -0.674
N 1.61869 -6.40846 -1.44157 -0.712 1.481 0.740
C 2.96435 -6.33274 -0.90137 -0.022 0.326 0.844
H -1.07575 -4.38832 -1.59056 -0.063 1.337 -0.261
H -1.32570 -5.86692 -0.81024 0.230 -0.075 -0.454
H -0.87438 -5.87950 -2.54569 0.165 0.099 0.187
H 1.41046 -7.11969 -2.09843 -0.480 -0.364 -0.478
H 3.71726 -6.69639 -1.57353 0.096 -0.287 -0.502
H 3.05419 -6.84729 0.05754 -0.110 -0.305 -0.144
H 3.17730 -5.29660 -0.65749 0.081 0.121 -0.318
C 1.14955 5.22821 1.92154 0.386 1.336 1.155
C -0.16781 5.02644 2.62446 0.155 -2.488 -1.292
O -0.53814 5.71403 3.55101 -0.301 0.389 0.135
N -0.88996 3.94868 2.15148 -0.641 0.361 0.431
C -2.25194 3.76063 2.68315 0.998 0.202 0.285
H 1.00098 6.07205 1.25178 0.176 0.189 -0.166
H 1.61549 4.42780 1.38903 -0.335 -0.874 -0.305
H 1.84091 5.52774 2.72538 -0.067 0.136 -0.424
H -0.59732 3.31829 1.38542 0.176 1.036 0.899
H -2.85905 4.63586 2.50498 -0.074 0.198 -0.009
H -2.20977 3.58293 3.76248 -0.070 -0.094 -0.174
H -2.70027 2.93852 2.17164 -0.261 -0.474 -0.197
C -4.65725 -3.64223 1.91419 1.498 -1.583 -0.524
C -4.02277 -2.99244 3.09062 -1.128 0.143 0.056
O -4.71702 -2.79169 4.09733 1.021 -0.003 0.205
N -2.75400 -2.63028 2.93262 0.120 -0.171 -1.027
C -1.96162 -2.08520 3.96319 0.612 -0.428 2.051
H -4.75356 -4.72059 2.13059 -0.315 0.388 0.122
H -4.03902 -3.62439 1.00532 -0.234 0.397 0.146
H -5.60312 -3.20735 1.76823 -1.257 0.419 -0.363
H -2.30339 -2.82480 2.05048 -0.057 0.016 -0.107
H -0.88459 -2.10621 3.70952 -0.617 -0.277 0.058
H -2.18525 -2.72162 4.87108 0.668 0.924 -0.593
H -2.20100 -1.05106 4.20014 -0.167 0.152 0.028
```
Forces are in eV/Å.

The LUMO energy comes out at 0.002 Eh. The gap between HOMO and LUMO is 7.6 eV. The calculation puts the HOMO energy at -7.57 eV.



No. 3
The following is a DFT calculation (the ωB97M-V functional and the def2-TZVPD basis) of a structure of composition C26H17NO6PRu.

Structure (XYZ):
```
52
Properties=species:S:1:pos:R:3:forces:R:3
Ru 0.21735 1.53830 0.04731 0.932 0.562 0.427
O -5.37876 4.30429 -0.97350 0.133 0.009 -0.003
C -4.21818 3.61721 -0.89198 -0.215 -0.016 -0.010
C -4.14723 2.24270 -1.07385 -0.053 0.073 -0.026
C -2.93081 1.60690 -0.93014 0.073 0.095 -0.014
N -1.81446 2.28665 -0.63146 -0.298 -0.580 0.154
C -1.88418 3.62017 -0.52557 0.032 -0.182 -0.155
C -3.05606 4.32986 -0.63271 0.152 0.098 0.040
C -0.55486 4.30852 -0.35143 0.048 0.192 -0.063
O -0.49949 5.50987 -0.23929 0.099 -0.089 0.014
O 0.48244 3.49916 -0.34984 -0.253 -0.197 -0.134
C -2.84779 0.08971 -1.14642 0.076 0.029 0.049
O -3.77491 -0.42639 -1.76014 0.000 0.043 0.044
O -1.81975 -0.45322 -0.64761 -0.332 -0.290 0.002
H -6.09767 3.69936 -1.18261 -0.060 -0.043 -0.016
H -5.01073 1.64322 -1.33448 0.026 -0.012 -0.008
H -3.04617 5.40486 -0.52597 -0.006 -0.008 -0.016
O 2.46153 2.25874 1.05561 0.598 -0.150 0.036
C 2.20124 1.40891 0.24858 -0.569 -0.303 -0.070
C 3.06932 0.31072 -0.29192 -0.272 0.824 0.020
C 4.43681 0.40858 -0.42938 0.402 -0.058 -0.025
C 5.13421 -0.66177 -0.98643 -0.143 0.140 0.098
C 4.45062 -1.80806 -1.36692 -0.074 -0.037 0.036
C 3.07222 -1.90838 -1.18512 0.039 -0.113 0.064
C 2.37775 -0.83462 -0.65072 -0.373 -0.239 -0.234
P 0.56469 -0.70507 -0.37810 0.177 -0.074 0.659
C -0.03426 -2.38089 -0.67782 -0.146 0.103 -0.607
C -0.16405 -2.84133 -1.98576 0.066 -0.004 -0.005
C -0.57634 -4.14041 -2.22515 0.008 -0.015 0.006
C -0.86033 -4.98450 -1.15927 -0.010 0.014 0.011
C -0.74148 -4.52280 0.14234 0.017 0.029 -0.009
C -0.33082 -3.21928 0.38927 0.099 -0.025 -0.026
C 0.45843 -0.41607 1.40200 0.502 0.091 -0.039
C -0.63301 0.30189 1.91210 -0.416 0.165 -0.139
C -0.55116 0.87932 3.20720 -0.144 -0.025 -0.102
C 0.56466 0.72467 3.96823 0.161 -0.067 0.039
C 1.63850 -0.06488 3.49094 -0.038 0.129 0.097
C 1.60021 -0.60297 2.24277 -0.115 -0.035 0.059
H 4.94291 1.31545 -0.12183 0.005 -0.027 -0.014
H 6.20556 -0.59896 -1.12256 -0.005 0.011 -0.017
H 4.99373 -2.63531 -1.80531 -0.015 -0.009 0.014
H 2.54817 -2.81827 -1.44959 0.027 0.009 -0.038
H 0.05519 -2.18322 -2.81848 -0.063 0.010 0.003
H -0.68792 -4.49178 -3.24238 0.019 0.001 0.004
H -1.17584 -6.00283 -1.34502 -0.028 0.013 0.000
H -0.97384 -5.17530 0.97368 0.011 0.000 0.002
H -0.23338 -2.86644 1.40674 -0.049 0.003 0.009
H -1.58577 0.26427 1.40116 0.003 -0.049 -0.056
H -1.40578 1.42078 3.59061 0.006 0.039 -0.042
H 0.62259 1.18156 4.94724 0.012 -0.046 0.015
H 2.50364 -0.23511 4.11888 -0.027 0.009 0.019
H 2.43329 -1.19785 1.89409 -0.017 0.003 -0.051
```
Forces are in eV/Å.

The LUMO energy (alpha / beta) comes out at -0.064 / -0.057 Eh. The spin multiplicity is 2. As for the expectation value of S²: 0.762. The gap between HOMO and LUMO (alpha / beta) is 6.9 / 7.0 eV. The calculation puts the HOMO energy (alpha / beta) at -8.69 / -8.56 eV.



For reference, energy relative to the best compared isomer or geometry (same formula, charge and spin) by record: 39.4 0.0 89.0 kJ/mol.
For reference, strongest force on any atom by record: 1.297 3.715 1.169 eV/A.